[1]
The following is a DFT calculation (wB97M-V/def2-TZVPD) of C35H63F8N2OPS as an isolated structure.

Last column: Mulliken charge in e.
Geometry (Å):
O 5.439 -1.470 3.787  -0.596
P 6.825 -1.818 4.206  0.371
C 7.151 -1.600 5.999  0.178
C 8.385 -0.895 6.322  -0.837
C 8.803 -0.677 7.605  -0.335
C 10.137 0.034 7.830  0.620
F 10.525 -0.088 9.117  -0.285
F 11.077 -0.653 7.086  -0.313
C 10.161 1.513 7.373  0.658
F 9.260 2.200 8.123  -0.304
F 9.787 1.660 6.082  -0.278
C 11.549 2.246 7.543  0.657
F 11.445 3.329 8.333  -0.250
F 12.004 2.698 6.359  -0.253
F 12.508 1.469 8.066  -0.245
C 7.941 -1.160 8.648  0.884
N 8.143 -1.059 9.958  -0.595
S 6.911 -1.797 10.703  0.137
N 6.062 -2.277 9.416  -0.470
C 6.702 -1.868 8.323  0.555
C 6.298 -2.096 6.962  0.370
C 5.053 -2.859 6.537  -0.462
C 3.932 -2.937 7.597  -0.538
F 2.761 -3.390 6.979  -0.323
H 7.081 -3.195 3.940  0.112
H 7.824 -1.095 3.495  0.047
H 9.033 -0.548 5.512  0.259
H 4.593 -2.459 5.617  0.295
H 5.369 -3.895 6.296  0.321
H 3.748 -1.927 8.000  0.331
H 4.161 -3.654 8.398  0.274
C 0.683 -1.030 -0.182  -0.912
C 1.574 -2.230 -0.484  -0.433
C 1.235 -3.461 0.354  -0.853
C 1.414 -3.286 1.864  -0.940
C 2.817 -2.869 2.305  0.146
C 3.883 -3.897 1.963  -0.986
H 0.792 -0.697 0.852  0.336
H 0.950 -0.190 -0.828  0.133
H -0.368 -1.271 -0.358  0.306
H 2.623 -1.953 -0.349  0.229
H 1.460 -2.490 -1.541  0.409
H 1.845 -4.302 0.010  0.320
H 0.195 -3.747 0.161  0.400
H 1.152 -4.229 2.355  0.448
H 0.696 -2.547 2.233  0.323
H 2.810 -2.725 3.389  0.145
H 3.087 -1.902 1.875  0.207
H 3.666 -4.862 2.429  0.277
H 4.848 -3.552 2.331  0.088
H 3.977 -4.050 0.886  0.363
C -0.558 5.896 -3.346  -1.207
C 0.332 4.695 -3.649  -0.647
C -0.010 3.463 -2.812  0.003
C 0.167 3.634 -1.301  -0.895
C 1.569 4.046 -0.856  -0.500
C 2.637 3.013 -1.199  -1.017
H -0.451 6.227 -2.312  0.287
H -0.293 6.737 -3.990  0.390
H -1.609 5.656 -3.523  0.279
H 1.381 4.971 -3.513  0.303
H 0.218 4.436 -4.706  0.372
H 0.600 2.622 -3.158  0.330
H -1.050 3.179 -3.006  0.116
H -0.097 2.690 -0.814  0.337
H -0.550 4.373 -0.933  0.384
H 1.559 4.188 0.229  0.373
H 1.842 5.015 -1.283  0.269
H 2.409 2.051 -0.735  0.152
H 3.611 3.341 -0.830  0.390
H 2.726 2.867 -2.277  0.277
C -1.820 -0.071 -4.084  -0.833
C -2.378 0.124 -5.490  -0.470
C -3.214 1.396 -5.636  -0.682
C -4.472 1.447 -4.766  -0.779
C -5.451 0.293 -4.978  0.084
C -6.025 0.244 -6.390  -1.249
H -2.615 -0.178 -3.345  0.292
H -1.208 -0.974 -4.043  0.403
H -1.192 0.775 -3.795  -0.015
H -2.962 -0.753 -5.780  0.289
H -1.541 0.180 -6.192  0.392
H -3.491 1.517 -6.687  0.339
H -2.589 2.262 -5.389  0.279
H -4.989 2.392 -4.963  0.443
H -4.185 1.475 -3.711  0.286
H -6.279 0.409 -4.271  -0.030
H -4.980 -0.664 -4.737  0.256
H -6.548 1.172 -6.631  0.250
H -6.741 -0.577 -6.476  0.341
H -5.247 0.080 -7.137  0.410
C -12.589 -1.844 -5.585  -1.177
C -12.402 -0.729 -4.560  -0.384
C -11.450 0.370 -5.030  -0.827
C -10.013 -0.085 -5.291  -0.458
C -9.316 -0.742 -4.101  -0.345
C -9.156 0.195 -2.908  -1.319
H -11.651 -2.362 -5.793  0.279
H -13.298 -2.586 -5.213  0.374
H -12.979 -1.447 -6.525  0.293
H -12.058 -1.154 -3.613  0.231
H -13.377 -0.277 -4.357  0.367
H -11.449 1.175 -4.289  0.331
H -11.845 0.812 -5.951  0.381
H -9.428 0.784 -5.610  0.274
H -9.999 -0.782 -6.135  0.334
H -8.322 -1.070 -4.420  0.263
H -9.847 -1.646 -3.791  0.359
H -8.581 1.083 -3.183  0.260
H -8.625 -0.309 -2.098  0.362
H -10.122 0.517 -2.514  0.413

**Orbital gap**: 8.3 eV
**E_LUMO**: -1.63 eV
**Total charge**: 0
**HOMO**: -9.95 eV
**F_max**: 1.67 eV/Å

---

[2]
The following is a DFT calculation (wB97M-V/def2-TZVPD) of C35H64N16STeTi as an isolated structure.

Last column: Mulliken spin population.
Geometry (Å):
Ti -0.322 -0.500 0.025  1.107
C -2.133 0.596 4.612  0.001
N -2.438 0.755 3.207  -0.002
C -3.765 0.300 2.820  -0.005
C -1.877 1.813 2.509  0.039
N -1.453 1.631 1.300  0.032
C -1.221 2.831 0.511  0.011
C -1.002 2.514 -0.941  0.075
N 0.018 1.486 -1.279  -0.128
C 1.375 1.768 -0.736  0.077
C 1.674 1.691 0.766  -0.008
N 1.193 0.514 1.522  -0.048
C 1.901 0.289 2.596  0.038
N 2.947 1.148 2.968  0.000
C 2.697 2.486 3.454  -0.002
C 4.266 0.606 3.224  0.000
N 1.738 -0.769 3.428  -0.001
C 1.127 -2.038 3.071  -0.025
C 2.150 -0.709 4.824  -0.001
C 0.164 1.584 -2.761  0.038
C 0.754 0.399 -3.526  0.004
N 1.809 -0.317 -2.834  0.013
C 2.974 -0.430 -3.355  -0.001
N 3.801 -1.435 -2.903  0.000
C 3.257 -2.703 -2.455  0.000
C 5.237 -1.269 -2.804  0.000
N 3.460 0.368 -4.393  0.000
C 4.295 -0.193 -5.440  0.000
C 3.594 1.797 -4.186  0.000
N -1.852 3.035 3.177  0.000
C -2.958 3.431 4.029  0.000
C -0.676 3.869 3.301  -0.001
H -2.112 -0.473 4.838  -0.001
H -2.871 1.061 5.278  0.000
H -1.148 1.008 4.836  0.000
H -3.862 -0.767 3.011  -0.002
H -3.903 0.455 1.751  0.002
H -4.545 0.837 3.385  0.000
H -0.385 3.432 0.858  -0.006
H -2.089 3.501 0.553  0.004
H -0.736 3.451 -1.449  0.004
H -1.947 2.168 -1.362  -0.046
H 1.692 2.783 -1.010  0.003
H 2.021 1.069 -1.264  -0.014
H 1.322 2.603 1.245  -0.001
H 2.765 1.750 0.813  -0.007
H 1.627 2.673 3.502  0.000
H 3.159 3.255 2.826  0.000
H 3.097 2.597 4.468  0.000
H 4.311 -0.432 2.897  0.000
H 4.537 0.652 4.285  0.000
H 5.018 1.172 2.666  0.000
H 0.979 -2.120 2.004  0.016
H 0.148 -2.154 3.532  -0.001
H 1.785 -2.844 3.412  0.000
H 2.351 0.311 5.137  0.000
H 3.036 -1.322 5.009  0.000
H 1.337 -1.100 5.438  0.000
H 0.752 2.486 -2.966  0.002
H -0.824 1.775 -3.182  0.005
H 1.077 0.801 -4.492  0.000
H -0.043 -0.314 -3.735  -0.002
H 2.171 -2.649 -2.480  0.001
H 3.576 -2.929 -1.431  0.000
H 3.595 -3.517 -3.104  0.000
H 5.782 -1.811 -3.582  0.000
H 5.576 -1.647 -1.837  0.000
H 5.501 -0.214 -2.864  0.000
H 4.020 -1.230 -5.619  0.000
H 5.367 -0.145 -5.221  0.000
H 4.122 0.367 -6.360  0.000
H 3.314 2.347 -5.087  0.000
H 4.624 2.076 -3.930  0.000
H 2.943 2.114 -3.374  0.001
H -2.686 3.416 5.088  0.000
H -3.808 2.774 3.874  0.000
H -3.265 4.449 3.778  0.000
H 0.193 3.358 2.903  0.000
H -0.487 4.070 4.361  0.000
H -0.782 4.831 2.790  0.000
N -0.098 -3.416 -1.310  0.009
C -0.912 -2.602 -2.102  0.009
C -1.524 -3.181 -3.204  -0.007
C -2.429 -2.440 -3.934  0.003
C -2.706 -1.142 -3.539  0.025
C -2.058 -0.646 -2.434  0.102
N -1.163 -1.345 -1.717  -0.044
C 0.965 -3.071 -0.531  0.046
C 1.776 -4.107 -0.011  -0.016
C 2.978 -3.789 0.536  0.007
C 3.421 -2.459 0.476  -0.011
C 2.549 -1.521 -0.002  0.028
N 1.279 -1.788 -0.384  0.001
H -0.198 -4.403 -1.479  -0.001
H -1.287 -4.203 -3.471  0.000
H -2.911 -2.873 -4.802  0.000
H -3.418 -0.523 -4.065  -0.001
H -2.264 0.354 -2.083  -0.104
H 1.442 -5.134 -0.090  0.002
H 3.607 -4.566 0.953  -0.002
H 4.420 -2.173 0.773  -0.001
H 2.865 -0.495 -0.111  -0.013
Te -1.972 -2.077 1.169  -0.210
C -6.805 -2.768 -2.110  0.000
C -5.908 -2.546 -0.889  -0.001
C -5.607 -1.100 -0.641  -0.001
N -4.451 -0.573 -0.803  0.000
N -4.412 0.788 -0.543  0.006
C -5.572 1.239 -0.181  -0.001
N -5.803 2.565 0.092  0.000
S -6.815 0.047 -0.118  0.000
H -7.029 -3.828 -2.233  0.000
H -6.314 -2.413 -3.018  0.000
H -7.753 -2.236 -2.011  0.000
H -4.941 -3.032 -1.022  -0.001
H -6.377 -2.973 0.000  0.000
H -4.983 3.105 0.308  0.000
H -6.631 2.805 0.608  0.000

**Orbital gap (alpha / beta)**: 5.8 / 6.0 eV
**E_LUMO (alpha / beta)**: -1.90 / -1.89 eV
**Total charge**: +1
**Multiplicity**: 2
**HOMO (alpha / beta)**: -7.74 / -7.87 eV
**F_max**: 2.51 eV/Å